# 1
Here is C2H6F2Si in the gas phase from OMol25. Energies are from wB97M-V/def2-TZVPD.

Positions of all 11 atoms, in Å:
C  1.004682  1.282471  0.777614
C  -0.200498  -1.253845  -0.925597
F  0.941846  -1.841401  -0.501105
F  -1.506848  -0.670079  1.434156
Si  -0.830357  0.064977  0.219607
H  0.898835  1.878912  -0.080345
H  1.042772  1.786350  1.699691
H  1.817604  0.561055  0.529787
H  -1.028680  -1.912684  -1.069306
H  -0.169325  -0.679153  -1.806579
H  -1.970031  0.783398  -0.277924

Atomic forces in eV per Å
-2.2692 -3.9626 -2.0895
-1.5368 1.3155 1.0701
0.7961 -0.5050 -0.2074
-0.3796 -0.6140 1.3746
3.2254 1.5016 1.7566
0.1878 1.5137 -0.8856
-0.0478 0.4200 0.9923
-0.4917 0.5498 0.7328
-0.3024 -1.1637 -0.0473
1.1138 0.2802 -1.9068
-0.2956 0.6645 -0.7899

The calculation puts the HOMO-LUMO gap at 10.9 eV. Its HOMO energy is -9.88 eV. The SMILES is C[Si@H](F)CF. As for the charge: 0. As for the energy above the lowest of the compared OMol25 structures with the same formula, charge and spin: 4.395 eV.

# 2
Here is 2 unconnected molecules or ions with the total composition C2H6F3IN3 from OMol25. Energies are from wB97M-V/def2-TZVPD.

Positions of all 15 atoms, in Å:
C  -0.506236  -0.013458  0.540469
C  -3.120658  -0.500651  -1.184521
N  -1.345100  1.090657  0.325033
N  -1.735121  1.038599  -1.012821
N  0.514900  -0.042472  -0.562100
F  -3.684795  -0.931950  -0.043862
F  -2.270559  -1.406741  -1.614395
F  -4.068578  -0.238660  -2.042410
I  -2.592970  2.600583  -2.009813
H  -1.161475  -0.909089  0.306592
H  -0.176182  -0.026444  1.617172
H  -2.132013  1.317604  0.845101
H  0.887237  -0.926965  -0.656446
H  1.288161  0.664831  -0.278654
H  -0.024973  0.164099  -1.407735

Atomic forces in eV per Å
-2.1960 -2.4019 1.0667
1.0817 1.5692 0.7635
0.8643 2.2986 -3.3563
-2.4670 -2.9643 -0.6246
0.9478 3.5736 2.6551
0.8521 0.8531 -0.4931
-0.0651 -0.5475 -0.4953
0.5945 0.1576 0.0367
0.1686 0.2967 0.5478
1.2664 0.2268 0.7587
0.3546 -0.1227 -1.4393
-1.0825 0.0390 2.2938
1.3003 -2.5428 -0.0649
-1.4475 -1.2863 -1.3319
-0.1723 0.8510 -0.3170

The calculation puts the HOMO-LUMO gap at 8.7 eV. Its HOMO energy is -12.88 eV. As for the charge: +1. As for the energy above the lowest of the compared OMol25 structures with the same formula, charge and spin: 1.917 eV.

# 3
Here is 2 unconnected molecules or ions with the total composition C2H6F3N4O from OMol25. Energies are from wB97M-V/def2-TZVPD.

Positions of all 16 atoms, in Å:
C  0.932280  0.036073  0.534143
C  -2.643664  -1.686738  -0.868502
N  1.504583  0.898971  1.389721
N  1.163811  -1.213370  0.166892
N  -0.121656  0.738302  -0.220530
N  -0.515525  1.796399  0.239610
O  -2.031139  -2.436819  -1.719239
F  -3.825868  -2.070967  -0.515700
F  -2.645037  -0.373158  -1.333547
F  -1.898126  -1.580613  0.239428
H  2.117499  0.504866  2.192574
H  0.694461  -1.455263  -0.731388
H  -2.528631  -3.068763  -2.192828
H  -1.141437  2.301182  -0.370030
H  1.842885  -1.727775  0.541762
H  0.179142  2.156876  1.044273

Atomic forces in eV per Å
2.3218 4.0909 3.4521
0.7567 2.5057 0.6391
-0.9965 -3.0952 -0.0447
-4.6781 2.7997 -3.4841
-0.5879 -1.2766 -1.0267
2.8321 -0.3171 0.8033
2.2312 -0.3518 -0.7500
-1.3478 -0.0880 -0.1033
-0.8361 -0.7977 0.1088
0.4355 -0.1756 0.8391
-1.0859 0.6940 -2.1997
0.6502 -0.3871 1.2390
-1.2751 -1.0435 -0.7195
-0.6050 0.4576 0.0641
3.2647 -2.4670 1.6783
-1.0798 -0.5485 -0.4959

The calculation puts the HOMO-LUMO gap (alpha / beta) at 8.1 / 8.1 eV. Its HOMO energy (alpha / beta) is -14.55 / -14.55 eV. As for the charge: +1. As for the energy above the lowest of the compared OMol25 structures with the same formula, charge and spin: 0.336 eV.

# 4
Here is a molecular structure, C2H6FN from OMol25. Energies are from wB97M-V/def2-TZVPD.

Positions of all 10 atoms, in Å:
C  -0.279454  0.606438  -1.017351
C  0.065219  -0.495520  -0.065283
N  0.845638  -0.314493  1.161298
F  0.311472  -1.113912  2.073052
H  0.713170  1.137379  -1.231488
H  -0.860651  0.206851  -1.876490
H  -1.011584  1.228566  -0.502027
H  -0.934697  -0.858892  0.354482
H  0.498500  -1.345497  -0.508706
H  0.652387  0.949082  1.612513

Atomic forces in eV per Å
1.3342 0.7896 0.3379
-3.2338 -1.4089 1.9346
1.6088 7.2453 -0.7515
-1.2839 -1.6062 2.0957
-1.7983 -0.2797 -0.4303
1.0377 0.1874 0.2466
0.3882 0.6181 -0.0511
0.9347 0.1447 -0.7418
0.6562 -0.9991 -0.9901
0.3563 -4.6913 -1.6501

The calculation puts the HOMO-LUMO gap at 10.4 eV. Its HOMO energy is -9.39 eV. As for the charge: 0. As for the energy above the lowest of the compared OMol25 structures with the same formula, charge and spin: 3.719 eV.

# 5
Here is 3 unconnected molecules or ions with the total composition C2H6FN from OMol25. Energies are from wB97M-V/def2-TZVPD.

Positions of all 10 atoms, in Å:
C  0.220554  0.623779  1.869393
C  0.223478  0.568737  0.470665
N  -0.527556  1.314981  -0.309125
F  1.436008  0.217617  -0.057775
H  1.179334  0.564033  2.255476
H  -0.206278  -0.272353  2.360856
H  -0.358095  1.555858  1.955004
H  -2.561057  1.934950  0.204653
H  -2.908632  2.682515  -0.146350
H  -0.282445  1.376146  -1.376803

Atomic forces in eV per Å
-2.7078 -0.8659 2.0815
0.1542 3.9116 -6.9184
1.3997 -2.4954 0.1617
-0.0235 -1.1962 0.1147
2.0381 0.8379 0.5979
-0.6114 0.6009 -0.3238
0.2856 -0.4866 1.4260
-1.4744 3.1259 -1.4808
0.9976 -2.8382 1.4839
-0.0581 -0.5938 2.8573

The calculation puts the HOMO-LUMO gap at 11.1 eV. Its HOMO energy is -10.25 eV. As for the charge: 0. As for the energy above the lowest of the compared OMol25 structures with the same formula, charge and spin: 2.286 eV.

# 6
Here is C2H6FN in the gas phase from OMol25. Energies are from wB97M-V/def2-TZVPD.

Positions of all 10 atoms, in Å:
C  0.321824  -1.116967  0.153476
C  0.332552  0.399050  0.302163
N  -0.552604  0.986620  -0.774264
F  -0.436359  0.759006  1.407589
H  -0.312767  -1.453160  -0.553902
H  0.200434  -1.567572  1.067898
H  1.272108  -1.546831  -0.306489
H  1.244759  0.846306  0.180802
H  -0.564664  1.978320  -0.920112
H  -1.505282  0.715228  -0.557160

Atomic forces in eV per Å
4.1686 1.2577 -0.5819
-5.6093 -0.0267 -2.9717
0.9828 -1.6282 -0.4239
1.3241 -0.2735 1.7452
-2.9300 -0.7234 -1.9227
-0.4369 -1.1325 2.1501
-0.5922 0.9620 0.8946
2.3937 1.2784 0.7260
0.5645 0.4028 0.4611
0.1347 -0.1167 -0.0768

The calculation puts the HOMO-LUMO gap at 10.8 eV. Its HOMO energy is -9.57 eV. The SMILES is C[C@@H](N)F. As for the charge: 0. As for the energy above the lowest of the compared OMol25 structures with the same formula, charge and spin: 0.536 eV.

# 7
Here is 3 unconnected molecules or ions with the total composition C2H6FN3O2 from OMol25. Energies are from wB97M-V/def2-TZVPD.

Positions of all 14 atoms, in Å:
C  0.353048  1.635427  0.442173
C  -2.204993  -0.918091  -0.400010
N  1.284942  1.047202  0.905657
N  3.164345  -1.238946  -0.247093
N  -3.308474  0.974885  -0.497357
O  -0.279019  2.539821  0.124532
O  -3.068350  -0.170628  0.243650
F  -2.058498  -1.981834  0.387906
H  3.436777  -1.696774  -1.131306
H  1.864682  0.230936  0.703098
H  2.588998  -1.723324  0.448020
H  4.007295  -1.132655  0.407820
H  -2.854460  0.723499  -1.422332
H  -2.926297  1.710481  0.035239

Atomic forces in eV per Å
2.9137 0.0112 0.6565
-0.4718 -0.4706 1.3179
0.4431 -1.6582 0.5245
1.7748 0.7634 2.3702
-1.3594 -0.5012 -2.6831
-2.7953 1.2332 -0.9875
1.2047 -1.6028 0.1915
0.0327 0.1377 -0.3606
-0.5397 -0.1359 1.2418
-0.5754 0.4852 -0.4187
-0.3201 -0.7942 -1.4044
-0.9679 0.0484 -1.9876
-0.3579 1.3950 1.3721
1.0184 1.0888 0.1673

The calculation puts the HOMO-LUMO gap at 10.9 eV. Its HOMO energy is -10.36 eV. As for the charge: 0. As for the energy above the lowest of the compared OMol25 structures with the same formula, charge and spin: 0.774 eV.

# 8
Here is 2 unconnected molecules or ions with the total composition C2H6FNO from OMol25. Energies are from wB97M-V/def2-TZVPD.

Positions of all 11 atoms, in Å:
C  -1.803997  -0.405676  0.051745
C  1.737359  0.292003  0.669960
N  -2.763834  -0.406557  -0.749614
O  0.987322  0.329562  -0.437560
F  -2.717270  -0.936046  -2.016354
H  1.268122  1.009441  -1.043559
H  -0.791552  -0.617905  -0.249038
H  -1.857441  0.063285  0.916739
H  1.344146  -0.506283  1.315436
H  1.945065  1.311037  1.158732
H  2.652083  -0.132865  0.383517

Atomic forces in eV per Å
2.3028 -2.1709 -5.5960
1.4993 0.5160 2.4785
-3.3193 1.1539 1.6372
-2.4820 0.4158 -2.4087
1.7230 -0.3734 0.1781
0.1831 0.2331 -0.2145
0.2041 -0.7854 -0.1848
-1.2558 2.0379 3.9874
-0.3327 0.8071 0.4056
-0.6217 -1.5190 -0.2833
2.0992 -0.3151 0.0005

The calculation puts the HOMO-LUMO gap at 10.8 eV. Its HOMO energy is -10.16 eV. The SMILES is C=NF.CO. As for the charge: 0. As for the energy above the lowest of the compared OMol25 structures with the same formula, charge and spin: 4.057 eV.

# 9
Here is C2H6FO2P in the gas phase from OMol25. Energies are from wB97M-V/def2-TZVPD.

Positions of all 12 atoms, in Å:
C  1.070850  0.179316  -1.121747
C  -1.035063  -0.374157  -0.136451
O  1.688388  1.225164  -0.464423
O  -0.329770  0.267880  -1.164186
F  0.222559  -0.282997  2.173518
P  -1.070418  0.508945  1.536901
H  1.372823  1.276057  0.452635
H  1.411905  0.246384  -2.158940
H  1.370718  -0.793329  -0.690037
H  -0.645740  -1.392506  0.022596
H  -2.067400  -0.430846  -0.494488
H  -1.988853  -0.429912  2.044623

Atomic forces in eV per Å
0.0897 -0.6411 -0.4281
-0.1645 0.2072 0.3558
-0.0651 0.6108 0.6897
0.0798 0.2407 -0.1570
-0.0404 0.4868 -0.0671
0.5510 -0.9232 -0.5107
0.2928 -0.1084 -0.2842
-0.0602 -0.0699 0.1778
-0.1572 0.1449 -0.0593
-0.1596 0.1277 0.0798
0.0027 -0.1049 0.1631
-0.3689 0.0293 0.0404

The calculation puts the HOMO-LUMO gap at 10.5 eV. Its HOMO energy is -9.81 eV. The SMILES is OCOCPF. As for the charge: 0. As for the energy above the lowest of the compared OMol25 structures with the same formula, charge and spin: 2.472 eV.

# 10
Here is a molecular structure, C2H6FO2Sm from OMol25. Energies are from wB97M-V/def2-TZVPD.

Positions of all 12 atoms, in Å:
C  -1.637580  -0.411808  -0.043966
O  -0.399283  0.240916  -0.284401
C  0.704637  -0.648932  -0.529652
O  1.835245  0.106418  -0.676849
Sm  0.168934  2.577857  0.503161
H  -2.319392  0.339921  0.367611
H  -2.036720  -0.797473  -0.992530
H  -1.502861  -1.227217  0.681327
H  0.492093  -1.187143  -1.466189
H  0.764888  -1.339621  0.330469
H  2.081195  0.573592  0.246448
F  1.848842  1.773493  1.864572

Atomic forces in eV per Å
-0.3154 -0.3257 -0.0818
0.1010 0.9962 0.3301
-0.0347 -0.6748 0.1844
0.6412 2.1341 2.4514
1.6151 -1.1508 1.0295
-0.0290 -0.2549 -0.0801
-0.0055 0.0227 0.3367
-0.1334 0.2148 -0.1880
0.2630 0.1248 0.2760
-0.0553 0.1264 -0.3066
-0.3746 -1.7368 -2.1792
-1.6722 0.5240 -1.7724

The calculation puts the HOMO-LUMO gap (alpha / beta) at 7.8 / 9.9 eV. Its HOMO energy (alpha / beta) is -12.87 / -14.92 eV. As for the spin multiplicity: 7. As for the charge: +1. As for the energy above the lowest of the compared OMol25 structures with the same formula, charge and spin: 0.000 eV.

Calculated total energy in Ha, matching the order above: -569.02539; -840.96908; -673.35340; -234.27468; -234.32731; -234.39163; -494.27605; -309.51672; -671.48486; -987.87767
Maximum force in Eh/bohr, matching the order above: 0.0977; 0.0885; 0.1258; 0.1451; 0.1546; 0.1234; 0.0624; 0.1250; 0.0231; 0.0644